(1)
{"formula": "C5H2INO", "method": "ωB97M-V with the def2-TZVPD basis set", "e_lumo_ev": [-1.42, -2.22], "charge": 0, "e_tot_ha": -619.1450, "e_homo_ev": [-8.577, -8.699], "homo_lumo_gap_ev": [7.158, 6.477], "species": ["C", "C", "C", "C", "C", "N", "O", "I", "H", "H"], "xyz": [[-0.5820, -2.5168, 0.0757], [-1.0650, 0.1160, -0.1504], [-0.4156, 1.3009, 0.0258], [-0.7895, -1.2018, -0.0291], [1.7410, 0.7059, 0.5462], [-0.3660, -3.6627, 0.0221], [0.8910, 1.6628, 0.2861], [3.6426, 1.2783, 0.0824], [-1.9906, 0.1943, -0.6483], [-1.0659, 2.1230, -0.2106]], "atomic_forces_ev_per_a": [[-0.1212, 1.4887, -0.4867], [1.0134, -2.1913, -0.0090], [-0.4560, 0.9142, -0.0604], [1.0028, -0.3098, 0.6479], [-1.0215, -1.1806, 0.3835], [0.0494, -0.7482, 0.2246], [-0.4821, -0.1113, -0.5026], [0.8889, 0.5557, -0.0835], [-1.4562, 0.8410, -0.2569], [0.5825, 0.7417, 0.1430]], "mulliken_charge": [0.53, -0.55, 0.13, 0.13, -0.43, -0.48, -0.06, 0.08, 0.30, 0.35]}

(2)
{"formula": "C5H2N2O", "method": "ωB97M-V with the def2-TZVPD basis set", "e_lumo_ev": -0.60, "charge": 0, "e_tot_ha": -376.3435, "e_homo_ev": -11.175, "smiles": "N#CC#C[C@@H](O)C#N", "homo_lumo_gap_ev": 10.571, "e_above_lowest_kcal_mol": 44.0, "species": ["C", "C", "C", "C", "C", "H", "H", "N", "N", "O"], "xyz": [[0.7586, 0.7070, 0.3493], [1.4639, 1.2636, -0.8082], [-0.3511, -0.0931, 0.0102], [-1.3103, -0.7603, -0.3247], [-2.4020, -1.5138, -0.5942], [1.1935, -0.5830, 1.7968], [0.3442, 1.6508, 0.6963], [1.9519, 1.6752, -1.7292], [-3.3389, -2.2247, -0.4103], [1.6903, -0.1216, 1.0140]], "atomic_forces_ev_per_a": [[1.2876, 0.3872, -0.7606], [-1.3137, -1.8199, 1.8450], [-3.2129, -1.8156, -1.7622], [2.3889, 1.7370, 0.4145], [-4.1814, -3.3090, 1.5422], [1.3986, 1.2623, -2.0724], [0.1800, 0.1071, 1.8353], [1.5840, 1.4566, -2.7719], [3.0486, 2.4134, -1.2869], [-1.1799, -0.4189, 3.0170]], "mulliken_charge": [0.59, 0.00, -0.38, 0.39, 0.12, 0.36, 0.16, -0.32, -0.42, -0.49]}

(3)
{"formula": "C5H2N2O", "method": "ωB97M-V with the def2-TZVPD basis set", "e_lumo_ev": -2.12, "charge": 0, "e_tot_ha": -376.2640, "e_homo_ev": -10.008, "smiles": "N#CC1=CC=NC1=O", "homo_lumo_gap_ev": 7.885, "e_above_lowest_kcal_mol": 93.8, "species": ["C", "C", "C", "C", "C", "H", "H", "N", "N", "O"], "xyz": [[-0.5545, -1.3634, -0.1952], [-1.2652, 0.6748, -0.5935], [0.1667, 0.9596, -0.1695], [0.6228, -0.2474, 0.1321], [1.8417, -0.4173, 0.6657], [-1.9749, 1.3702, -1.1979], [0.6044, 2.0386, 0.1580], [-1.7230, -0.4990, -0.4969], [2.7047, -0.0032, 1.7662], [-0.4228, -2.5129, -0.0690]], "atomic_forces_ev_per_a": [[0.6870, 3.5632, 1.4664], [-1.4008, 2.1287, -2.0241], [-0.9631, 2.3407, 0.9049], [-2.3076, -0.7303, -1.9465], [10.8224, 3.8508, 12.8303], [1.4309, -0.5314, 1.7355], [-1.0435, -2.9854, -1.2855], [1.1102, -2.0759, -0.3922], [-7.9039, -4.4424, -10.9226], [-0.4317, -1.1181, -0.3663]], "mulliken_charge": [0.33, -0.05, -0.29, 0.48, -0.06, 0.35, 0.33, -0.44, -0.30, -0.36]}

Max |F| / eV Å⁻¹: 2.414 5.551 17.221